[1]
Density functional theory data (ωB97M-V/def2-TZVPD) for C4H6O2 as an isolated structure.

Geometry as ORCA input:
```
! wB97M-V def2-TZVPD RIJCOSX def2/J DEFGRID3
* xyz 0 1
C -0.5896 0.2868 -1.1362
C 0.6484 -0.4397 0.1400
O 1.5805 -0.9997 -0.4443
C -0.6227 -0.9933 0.4620
C 0.9162 0.8186 0.9728
O 0.1773 1.7401 1.2208
H -0.9929 1.1942 -0.6926
H -1.2751 -0.2992 -1.7188
H 0.2847 0.5472 -1.7647
H -1.3611 -0.4625 1.0579
H -0.6929 -2.0938 0.5145
H 1.9274 0.7011 1.3886
*
```

Results
- HOMO level (eV) = -9.1
- HOMO-LUMO gap (Ha) = 0.329
- electronic energy (eV) = -8336.36360
- E_LUMO (eV) = -0.1

What are the Löwdin partial charges on each atom? They are as follows, in elementary charge units: 0.10, -0.68, -0.02, 0.12, -0.17, 0.06, 0.07, 0.06, 0.11, 0.10, 0.12, 0.14

---

[2]
Density functional theory data (ωB97M-V/def2-TZVPD) for C3H6N2O2 as an isolated structure.

Geometry as ORCA input:
```
! wB97M-V def2-TZVPD RIJCOSX def2/J DEFGRID3
* xyz 0 1
C 0.3790 -1.3694 0.1920
C 1.4461 0.8119 0.0716
C -0.1441 0.8913 -0.1073
H -2.5360 -1.2924 -0.7051
H 0.2331 -1.4363 1.0383
H 0.3254 -2.0964 -0.3490
H 2.1655 -0.8337 -0.8506
H 1.8064 1.4029 -0.5373
H 1.3346 1.4033 1.2406
N -0.5820 -0.5047 -0.3006
N 1.6908 -0.7124 -0.0241
O -1.8501 -0.6908 0.1967
O -0.7969 1.8620 -0.0094
*
```

Results
- HOMO level (eV) = -9.2
- HOMO-LUMO gap (Ha) = 0.343
- electronic energy (eV) = -10276.06037
- E_LUMO (eV) = 0.2

What are the Löwdin partial charges on each atom? They are as follows, in elementary charge units: -0.16, -0.02, -0.39, 0.28, 0.03, 0.06, 0.06, 0.00, 0.21, -0.15, 0.04, -0.08, 0.12

---

[3]
Density functional theory data (ωB97M-V/def2-TZVPD) for C2H7NO3P as an isolated structure.

Geometry as ORCA input:
```
! wB97M-V def2-TZVPD RIJCOSX def2/J DEFGRID3
* xyz -1 1
C -1.6504 0.3777 -0.3649
C -0.8848 -0.8652 -0.6845
N 0.9607 -0.3958 1.5443
O 2.1555 -1.1170 -0.6990
O 1.7168 1.8699 -0.0840
O -1.1312 -1.8437 0.0339
P 1.0356 -0.2708 -0.1934
H -1.4818 0.6154 0.6540
H -1.4010 1.2761 -1.0399
H -2.6560 0.0929 -0.5757
H -0.4822 -1.0395 -1.7209
H 0.0555 -0.7427 1.7613
H 1.1662 0.5719 1.7652
H 2.5971 1.4707 -0.3963
*
```

Results
- HOMO level (eV) = -3.9
- HOMO-LUMO gap (Ha) = 0.295
- electronic energy (eV) = -19109.48403
- E_LUMO (eV) = 4.1

What are the Löwdin partial charges on each atom? They are as follows, in elementary charge units: -0.13, -0.73, -0.13, -0.43, -0.46, -0.14, 0.78, 0.05, 0.10, 0.05, 0.09, -0.01, 0.00, -0.05

---

[4]
Density functional theory data (ωB97M-V/def2-TZVPD) for a 6-piece molecular cluster, C18H48O18S6 overall.

Geometry as ORCA input:
```
! wB97M-V def2-TZVPD RIJCOSX def2/J DEFGRID3
* xyz 0 1
C 4.2862 0.1598 5.5348
C 4.5747 -1.2165 4.9341
O 4.8863 -2.1290 6.0223
S 5.3252 -3.5969 5.4600
C 3.6623 -4.2799 5.0343
O 6.2269 -3.3231 4.3705
O 5.6860 -4.3488 6.6697
H 3.4714 0.1584 6.2589
H 3.9171 0.8089 4.7409
H 5.1195 0.7166 5.9633
H 3.6664 -1.5887 4.4602
H 5.2871 -1.0862 4.1194
H 3.9320 -5.2107 4.5354
H 3.1146 -3.7253 4.2724
H 3.0202 -4.4538 5.8977
C 11.6383 7.4684 1.6851
C 10.7512 6.4892 0.9706
O 10.3644 5.5657 1.9436
S 8.8697 4.8284 1.9673
C 7.8828 6.0941 2.8826
O 8.3602 4.8220 0.6027
O 8.9954 3.5819 2.7415
H 12.0289 8.2036 0.9815
H 12.5331 7.1006 2.1871
H 11.1159 8.0642 2.4335
H 10.0141 7.0874 0.4349
H 11.2583 6.0133 0.1313
H 7.9568 7.0087 2.2943
H 8.3034 6.0906 3.8882
H 6.9047 5.6146 2.9227
C -8.3542 -3.7850 1.7232
C -9.8611 -3.8270 1.6391
O -10.1391 -4.0912 0.3257
S -11.7040 -3.7174 -0.1656
C -12.7728 -4.7686 0.9329
O -11.9473 -2.2884 0.1228
O -11.9439 -4.1682 -1.5367
H -7.8590 -3.0138 1.1331
H -7.8198 -4.7224 1.5687
H -8.1452 -3.5920 2.7754
H -10.2710 -4.6958 2.1541
H -10.3796 -2.9726 2.0740
H -13.8153 -4.7537 0.6147
H -12.6692 -4.2397 1.8803
H -12.1066 -5.6175 1.0863
C -2.7174 4.3055 2.2265
C -3.5410 4.8504 1.0654
O -3.7270 3.8335 0.0352
S -3.5993 4.2483 -1.6104
C -1.6701 4.2743 -1.6175
O -4.1465 3.1499 -2.3570
O -4.0313 5.6395 -1.8816
H -1.6598 4.3856 1.9754
H -2.7593 3.2377 2.4414
H -2.8647 4.9584 3.0868
H -4.4931 5.0515 1.5563
H -3.1050 5.7863 0.7160
H -1.5350 4.1141 -2.6872
H -1.2986 3.4023 -1.0793
H -1.1580 5.1777 -1.2862
C -2.8402 -3.6577 -9.9517
C -3.0430 -3.9657 -8.5031
O -1.7328 -4.0951 -7.9584
S -1.3782 -3.6461 -6.4038
C 0.4422 -3.9775 -6.4328
O -1.5654 -2.1701 -6.3245
O -2.0756 -4.4693 -5.4883
H -3.7361 -3.1943 -10.3650
H -2.7138 -4.5624 -10.5464
H -2.0666 -2.9653 -10.2838
H -3.5767 -3.0985 -8.1141
H -3.8072 -4.7348 -8.3915
H 0.5425 -4.9942 -6.0527
H 0.9792 -3.1751 -5.9270
H 0.6978 -3.7204 -7.4608
C 2.6580 0.4398 -0.4354
C 2.5956 -1.0412 -0.4641
O 1.3375 -1.4828 -0.8478
S 0.1044 -1.4174 0.3167
C -1.3537 -1.0972 -0.7195
O 0.0410 -2.7128 0.9371
O 0.1895 -0.1904 1.1234
H 2.0241 0.7365 -1.2710
H 3.6137 0.9339 -0.6102
H 2.2200 1.0365 0.3647
H 3.3528 -1.2881 -1.2083
H 2.9451 -1.5623 0.4272
H -2.0870 -0.6389 -0.0560
H -1.6285 -2.0601 -1.1500
H -1.1980 -0.3082 -1.4552
*
```

Results
- HOMO level (eV) = -10.8
- HOMO-LUMO gap (Ha) = 0.405
- electronic energy (eV) = -121303.04368
- SMILES = CCOS(C)(=O)=O.CCOS(C)(=O)=O.CCOS(C)(=O)=O.CCOS(C)(=O)=O.CCOS(C)(=O)=O.CCOS(C)(=O)=O
- E_LUMO (eV) = 0.2

What are the Löwdin partial charges on each atom? They are as follows, in elementary charge units: -0.07, -0.27, -0.26, 0.66, -0.10, -0.28, -0.31, 0.08, 0.07, 0.08, 0.10, 0.12, 0.06, 0.06, 0.08, -0.08, -0.32, -0.26, 0.68, -0.09, -0.31, -0.30, 0.08, 0.08, 0.08, 0.12, 0.12, 0.07, 0.07, 0.07, -0.06, -0.35, -0.25, 0.70, -0.09, -0.32, -0.30, 0.09, 0.08, 0.08, 0.11, 0.12, 0.08, 0.05, 0.06, -0.08, -0.27, -0.29, 0.70, -0.08, -0.28, -0.32, 0.06, 0.08, 0.08, 0.11, 0.12, 0.05, 0.05, 0.06, -0.09, -0.28, -0.27, 0.66, -0.09, -0.33, -0.28, 0.08, 0.08, 0.09, 0.12, 0.13, 0.07, 0.07, 0.06, -0.10, -0.33, -0.25, 0.69, -0.10, -0.28, -0.32, 0.08, 0.08, 0.07, 0.13, 0.12, 0.07, 0.07, 0.07

---

[5]
Density functional theory data (ωB97M-V/def2-TZVPD) for a 3-piece molecular cluster, C5H12O2 overall.

Geometry as ORCA input:
```
! wB97M-V def2-TZVPD RIJCOSX def2/J DEFGRID3
* xyz 0 1
C -2.1504 -0.7544 0.5939
C -1.2146 -1.6745 0.2581
C -0.0133 -1.3958 -0.6030
C 0.2706 -0.2133 -1.1249
C 0.9813 -2.5289 -0.6029
H -1.8876 0.2279 0.9518
H -3.1955 -0.9956 0.7927
H -1.1183 -2.6719 0.6765
H 1.1537 -0.0270 -1.7643
H -0.1137 0.7452 -0.7900
H 0.4637 -3.4565 -0.8737
H 1.4376 -2.6454 0.3710
H 1.5687 -2.3233 -1.4967
O 0.7608 2.3570 1.9921
H 0.6163 1.9106 2.8425
H 0.2400 3.1526 2.0999
O 0.6194 3.8348 -1.2152
H 0.0996 3.0464 -1.0365
H 1.4817 3.4120 -1.0712
*
```

Results
- HOMO level (eV) = -8.4
- HOMO-LUMO gap (Ha) = 0.319
- electronic energy (eV) = -9471.71150
- SMILES = C=CC(=C)C.O.O
- E_LUMO (eV) = 0.3

What are the Löwdin partial charges on each atom? They are as follows, in elementary charge units: 0.01, -0.13, -0.38, 0.04, -0.08, 0.05, 0.05, 0.09, 0.07, 0.04, 0.07, 0.09, 0.08, -0.06, 0.04, 0.03, -0.06, 0.01, 0.04

---

[6]
Density functional theory data (ωB97M-V/def2-TZVPD) for a 9-piece molecular cluster, C34H57N3O18 overall.

Geometry as ORCA input:
```
! wB97M-V def2-TZVPD RIJCOSX def2/J DEFGRID3
* xyz 0 1
C -1.8407 3.0963 -0.2764
C -2.5083 3.8383 0.9023
C -3.5092 2.9607 1.7732
O -3.1023 3.3280 3.1387
C -2.1365 4.1376 3.1740
O -1.7290 4.6856 4.1922
O -1.6253 4.2866 1.9745
H -0.9960 3.7061 -0.7373
H -2.5547 2.8711 -1.0639
H -1.3732 2.1680 0.0158
H -2.9923 4.7203 0.5130
H -3.3398 1.9033 1.7069
H -4.5865 3.0348 1.6319
C 4.3370 2.5830 -0.0164
C 4.9519 2.8694 1.3229
C 5.9680 1.9068 2.0037
O 7.1858 2.5512 2.1053
C 7.0353 3.7415 1.6018
O 7.9266 4.5764 1.6117
O 5.8312 3.9525 1.1061
H 4.0158 3.5286 -0.3614
H 3.4460 1.9108 0.0294
H 5.0617 2.1482 -0.6792
H 4.3386 3.2506 2.0652
H 6.0851 0.9244 1.5015
H 5.5625 1.7275 3.0396
C -2.8856 -4.3580 -3.3502
C -2.8136 -4.2317 -1.8753
C -2.4451 -5.5989 -1.2204
O -1.0333 -5.3670 -0.9579
C -0.6708 -4.0866 -1.1082
O 0.4114 -3.5995 -0.7363
O -1.6989 -3.3819 -1.6159
H -2.8229 -3.4064 -3.8716
H -3.7952 -4.8586 -3.7170
H -2.0422 -4.9534 -3.6975
H -3.7619 -3.8709 -1.3176
H -2.6156 -6.3985 -1.8785
H -2.9246 -5.6844 -0.2377
C -1.6805 -3.6156 3.5823
C -1.9251 -2.9855 2.1966
C -3.3068 -2.3037 1.8593
O -2.8713 -1.0667 1.3312
C -1.5195 -0.9535 1.2442
O -0.8471 -0.0433 0.7746
O -0.9702 -1.9527 1.8824
H -2.3725 -4.4285 3.8850
H -1.9989 -2.8416 4.3430
H -0.6789 -3.9676 3.7302
H -1.6602 -3.7644 1.4836
H -3.8989 -2.2182 2.7286
H -3.9467 -2.8463 1.2122
C 4.0002 0.0898 5.1977
O 3.0735 1.1133 4.8513
C 2.7406 1.2602 3.5163
O 3.3925 0.5761 2.5429
O 1.6669 2.0550 3.2537
C 1.1096 2.1970 1.9153
H 4.2422 0.1831 6.2747
H 4.8704 0.1661 4.6370
H 3.5268 -0.8446 5.0036
H 1.6675 2.9131 1.3446
H 0.2251 2.7077 2.0770
H 1.0861 1.2362 1.3808
C -3.0665 -0.4366 -1.9281
O -4.0687 0.3587 -2.5296
C -4.0235 0.9418 -3.7503
O -3.0128 0.6270 -4.7340
O -4.9951 1.8213 -3.9962
C -5.1739 2.3071 -5.3139
H -3.5058 -1.1164 -1.2047
H -2.3863 0.1950 -1.4284
H -2.5297 -1.0688 -2.6592
H -6.2413 2.1162 -5.5640
H -4.5950 1.7303 -6.0586
H -4.8523 3.3114 -5.4064
C 2.3738 -2.6682 2.8490
C 1.8406 -3.9775 2.3609
C 2.6112 -4.6647 1.2515
C 3.6944 -5.4733 1.7092
N 4.5597 -6.1517 2.0665
H 1.7586 -2.3052 3.7384
H 2.3268 -1.8653 2.1155
H 3.3622 -2.6390 3.2511
H 0.8211 -3.8079 2.0811
H 1.8801 -4.6041 3.2670
H 2.9945 -3.9720 0.4979
H 1.9088 -5.3327 0.7269
C -2.6327 4.4722 -3.3863
C -1.3343 4.0877 -4.0468
C -0.7371 2.6991 -3.6066
C 0.4932 2.7666 -2.7981
N 1.4657 2.8795 -2.1520
H -2.5766 4.7572 -2.3667
H -3.4274 3.7607 -3.3263
H -3.0173 5.3542 -4.0183
H -0.6880 4.8396 -3.6285
H -1.3979 4.2141 -5.1516
H -0.5808 2.1280 -4.5105
H -1.5331 2.1963 -3.0355
C 0.2302 -0.5580 -2.2572
C 1.7368 -0.9498 -2.1059
C 2.2672 -0.7276 -0.6340
C 3.6908 -0.8045 -0.4979
N 4.8405 -0.8144 -0.3816
H -0.0902 -0.6593 -3.3114
H -0.0845 0.3798 -1.8684
H -0.3772 -1.1660 -1.6600
H 2.2519 -0.2932 -2.8092
H 1.8271 -2.0241 -2.4019
H 1.7856 -1.3997 0.0373
H 1.9290 0.2588 -0.3636
*
```

Results
- HOMO level (eV) = -9.7
- HOMO-LUMO gap (Ha) = 0.335
- electronic energy (eV) = -77502.92564
- SMILES = C[C@H]1COC(=O)O1.C[C@H]1COC(=O)O1.C[C@H]1COC(=O)O1.C[C@H]1COC(=O)O1.COC(=O)OC.COC(=O)OC.CCCC#N.CCCC#N.CCCC#N
- E_LUMO (eV) = -0.6

Here are the Löwdin charges for atoms 1 to 99, given in e: -0.02, -0.22, 0.00, 0.10, -0.67, 0.13, 0.08, 0.10, 0.06, 0.05, 0.14, 0.11, 0.13, -0.02, -0.30, -0.11, 0.11, -0.60, 0.11, 0.09, 0.07, 0.06, 0.09, 0.12, 0.13, 0.12, -0.03, -0.33, -0.04, 0.06, -0.51, 0.12, 0.05, 0.09, 0.10, 0.10, 0.17, 0.12, 0.13, 0.00, -0.26, -0.05, 0.05, -0.52, 0.12, 0.10, 0.10, 0.11, 0.06, 0.13, 0.12, 0.11, -0.03, -0.01, -0.37, -0.03, 0.00, 0.01, 0.11, 0.06, 0.07, 0.09, 0.05, 0.08, -0.03, 0.00, -0.36, -0.10, -0.01, -0.04, 0.09, 0.06, 0.09, 0.11, 0.10, 0.08, -0.11, -0.26, -0.20, -0.24, 0.14, 0.10, 0.05, 0.07, 0.06, 0.12, 0.12, 0.12, -0.12, -0.22, -0.17, -0.22, 0.18, 0.04, 0.04, 0.11, 0.10, 0.12, 0.11

---

[7]
Density functional theory data (ωB97M-V/def2-TZVPD) for C11H10BrF3Nd as an isolated structure.

Geometry as ORCA input:
```
! wB97M-V def2-TZVPD RIJCOSX def2/J DEFGRID3
* xyz -1 4
C 1.1555 1.3471 -0.9677
C 2.5180 1.0944 -1.3468
C 2.5140 0.2768 -2.5275
H 3.4014 1.5079 -0.8606
C 1.1465 0.0351 -2.8850
C 0.3057 0.6846 -1.9187
H -0.7775 0.7986 -1.9861
H 0.8184 2.0201 -0.1786
H 3.3912 -0.0386 -3.0893
H 0.8021 -0.4491 -3.7979
Nd 1.5664 -1.1245 -0.6301
Br 3.1543 -0.9949 1.5188
C -2.1776 -0.0812 2.5164
C -2.7320 0.5153 1.3436
C -2.1003 1.7797 1.1510
H -3.5137 0.0935 0.7185
C -1.1561 1.9667 2.2043
C -1.2061 0.8178 3.0500
H -0.6268 0.6700 3.9585
H -2.4300 -1.0610 2.9150
H -2.3044 2.4800 0.3457
H -0.5460 2.8515 2.3661
F -0.1827 -5.0372 -0.4216
C -0.7302 -3.8357 -0.6912
F 0.4598 -3.1361 -1.3168
F -0.7499 -3.1810 0.5302
*
```

Results
- HOMO level (alpha / beta) (eV) = -2.9 / -2.9
- HOMO-LUMO gap (alpha / beta) (Ha) = 0.162 / 0.165
- electronic energy (eV) = -105041.12474
- expectation value of S² = 3.754
- E_LUMO (alpha / beta) (eV) = 1.5 / 1.6

What are the Löwdin partial charges on each atom? They are as follows, in elementary charge units: -0.22, -0.27, -0.25, 0.10, -0.23, -0.21, 0.12, 0.11, 0.10, 0.11, 1.54, -0.17, -0.22, -0.22, -0.25, 0.05, -0.24, -0.22, 0.05, 0.06, 0.05, 0.05, -0.03, -0.38, -0.33, -0.09

---

[8]
Density functional theory data (ωB97M-V/def2-TZVPD) for C25H28F5IrO2 as an isolated structure.

Geometry as ORCA input:
```
! wB97M-V def2-TZVPD RIJCOSX def2/J DEFGRID3
* xyz 0 5
O 1.5576 -7.6327 -1.9910
C 0.5375 -8.5890 -1.6336
C 1.4992 -9.7618 -1.7883
H -0.3011 -8.5679 -2.3335
H 0.1571 -8.4184 -0.6240
C 2.5531 -8.7005 -2.1613
H 1.2576 -10.4618 -2.5841
H 1.7129 -10.3139 -0.8766
C 3.0406 -8.7475 -3.5893
H 2.2043 -8.8382 -4.2798
H 3.7073 -9.5969 -3.7421
H 3.5870 -7.8379 -3.8362
C 3.6815 -8.5344 -1.1722
H 3.2983 -8.4821 -0.1550
H 4.2332 -7.6171 -1.3742
H 4.3778 -9.3714 -1.2356
Ir 0.0000 0.0000 0.0000
C 0.6499 1.0815 2.0084
C -0.7421 0.8904 2.0463
C -0.9793 -0.5022 2.1139
H -1.4971 1.6550 1.9991
C 0.2642 -1.1573 2.1227
C 1.2759 -0.1872 2.0364
H 2.3360 -0.3736 1.9940
H 1.1499 2.0324 1.9555
H -1.9470 -0.9693 2.1090
H 0.4126 -2.2237 2.1412
C 0.6718 2.0230 -1.0725
C 1.8340 1.3228 -0.6711
C 1.8977 0.1174 -1.3966
H 2.5506 1.6493 0.0610
C 0.7815 0.0898 -2.2679
C 0.0413 1.2646 -2.0735
H -0.8977 1.4974 -2.5395
H 0.3245 2.9633 -0.6791
H 2.6792 -0.6196 -1.3283
H 0.5056 -0.7179 -2.9238
O -0.1070 -2.1665 -0.5908
C 1.0808 -2.9869 -0.6281
C 0.6115 -4.4023 -0.3599
H 1.7822 -2.6073 0.1107
H 1.5320 -2.8906 -1.6170
C -0.7942 -4.3882 -0.9461
H 0.5730 -4.5932 0.7127
H 1.2658 -5.1445 -0.8114
C -1.2899 -3.0115 -0.5633
H -1.4324 -5.1756 -0.5517
H -0.7567 -4.4940 -2.0302
H -1.7009 -2.9898 0.4465
H -2.0172 -2.5747 -1.2360
F -1.4803 3.2116 0.5708
C -2.3407 2.3943 -0.0876
C -2.0336 1.0249 -0.4388
C -2.9883 0.4170 -1.2922
F -2.7506 -0.7516 -1.8750
C -4.1991 1.0301 -1.6334
F -5.0814 0.3850 -2.4374
C -4.4937 2.3059 -1.1841
F -5.6638 2.9000 -1.5270
C -3.5562 2.9939 -0.4339
F -3.8116 4.2720 -0.0547
*
```

Results
- HOMO level (alpha / beta) (eV) = -6.2 / -8.3
- HOMO-LUMO gap (alpha / beta) (Ha) = 0.243 / 0.318
- electronic energy (eV) = -46892.40773
- expectation value of S² = 6.017
- E_LUMO (alpha / beta) (eV) = 0.4 / 0.3

What are the Löwdin partial charges on each atom? They are as follows, in elementary charge units: -0.11, -0.17, -0.08, 0.11, 0.11, -0.57, 0.11, 0.11, -0.02, 0.09, 0.09, 0.09, -0.02, 0.09, 0.09, 0.09, 1.36, -0.18, -0.20, -0.18, 0.10, -0.18, -0.18, 0.11, 0.11, 0.11, 0.10, -0.17, -0.19, -0.19, 0.11, -0.17, -0.18, 0.11, 0.11, 0.10, 0.11, -0.31, -0.19, -0.15, 0.11, 0.12, -0.15, 0.12, 0.11, -0.16, 0.12, 0.12, 0.12, 0.11, 0.03, -0.23, -0.06, -0.26, 0.07, -0.14, 0.09, -0.14, 0.10, -0.14, 0.09